Record 1
Formula: C29H21AuIN6
Source: the Open Molecules 2025 dataset
Level of theory: ωB97M-V with the def2-TZVPD basis set

relative energy (zero: lowest compared OMol25 entry of this formula, charge and spin): 0.00 kcal per mole
total charge: +1
E_tot: -51141.4447 eV

Positions of all 58 atoms, in Å:
C 2.071885 3.978558 -0.717792
C -1.687000 -2.925128 0.725456
N 1.475171 1.671435 -0.725810
C -2.892079 -2.477010 1.368768
H 3.243721 -3.021988 -4.143322
N 3.205202 3.768596 -1.372476
H -4.767564 -2.957679 2.235826
H 6.494012 -1.453944 -0.767259
C 6.224978 -2.436929 -2.658880
C -1.026305 -1.518782 -4.209684
H -1.145506 -0.364090 -6.011802
H 4.385076 2.319659 -2.252010
H -2.192519 4.854962 1.634322
H -0.631521 -2.623089 -2.433312
H 1.249402 0.251729 -5.988363
C -3.765395 -4.725147 1.527946
C 2.607534 1.468681 -1.387864
C 5.313043 -2.867601 -3.607870
C 2.038612 -1.920670 -2.035961
C -0.479813 -4.912322 -0.106706
C 3.504281 -2.021420 -2.260871
C 3.465596 2.507498 -1.710967
C -0.052895 3.154954 0.316140
C 1.140654 -1.623159 -3.159596
H 4.111452 -1.087724 -0.400642
C -3.881146 -3.340808 1.751209
H -0.444074 -5.985281 -0.238902
C 0.839063 -0.372789 -5.207164
C 3.955120 -2.656517 -3.415702
C 1.213126 2.927923 -0.404626
Au -0.590412 -0.043658 0.378733
N -0.470292 4.352787 0.642166
H 2.696436 -0.523397 -4.172479
N 1.614589 -2.013559 -0.803263
H 1.831764 4.993185 -0.429420
C -0.504144 -0.716144 -5.214868
C 0.539979 -4.127726 -0.529339
H -4.563700 -5.385577 1.836958
C -0.603681 -2.076673 0.275360
C 1.659592 -0.826521 -4.189683
I -3.340119 -0.496069 1.840423
H 1.415592 -4.551844 -1.004257
N -1.636407 4.099780 1.266862
H 2.840377 0.456447 -1.678208
H -2.531578 -6.268591 0.748782
H -2.071210 -1.795899 -4.221197
N -0.896105 2.149766 0.702210
C 4.430103 -1.603169 -1.300113
C -2.648714 -5.208380 0.930324
H 2.382398 -2.097516 -0.143146
H 7.282890 -2.602668 -2.810819
H 5.653979 -3.368558 -4.503231
C 0.431955 -2.739850 -0.322687
C 5.783199 -1.798708 -1.505390
C -1.609719 -4.335392 0.523428
C -1.881049 2.793640 1.297498
H -2.754770 2.357318 1.747686
C -0.216013 -1.972423 -3.185648

Cartesian forces, eV/Å:
C 0.102 -0.006 -0.056
C -0.142 0.140 0.050
N 0.309 0.002 -0.257
C 0.261 -0.190 -0.129
H 0.004 0.041 -0.030
N -0.061 -0.084 0.007
H -0.015 -0.010 -0.003
H 0.002 -0.004 0.007
C 0.034 0.010 0.025
C 0.018 -0.029 0.020
H -0.008 0.006 -0.001
H 0.014 0.007 -0.005
H 0.006 -0.010 -0.004
H -0.022 0.050 0.025
H -0.002 0.013 -0.002
C -0.097 0.061 0.075
C -0.029 0.123 -0.004
C -0.068 -0.004 -0.015
C -0.106 0.408 -0.283
C -0.007 -0.008 0.026
C -0.235 0.207 0.138
C 0.042 0.076 0.001
C 0.223 0.044 -0.102
C 0.077 -0.260 0.138
H -0.024 0.018 -0.009
C 0.023 -0.060 -0.023
H -0.015 -0.021 0.000
C 0.058 -0.006 0.063
C 0.082 -0.110 -0.046
C -0.397 -0.017 0.264
Au -0.291 0.186 0.247
N -0.144 -0.007 0.081
H 0.013 -0.008 -0.011
N 0.657 -0.874 0.220
H -0.006 0.021 -0.003
C -0.041 -0.016 -0.041
C -0.061 -0.130 0.030
H -0.011 0.003 0.012
C -0.173 -0.038 0.002
C -0.068 0.111 -0.052
I -0.229 0.116 0.153
H 0.018 0.010 -0.021
N 0.124 0.035 -0.066
H 0.025 -0.026 -0.014
H 0.015 -0.021 -0.008
H -0.004 -0.011 -0.017
N 0.340 -0.103 -0.214
C 0.045 0.044 0.009
C 0.085 0.030 -0.053
H -0.120 -0.005 0.094
H 0.006 0.020 -0.013
H -0.001 -0.025 0.007
C -0.056 0.688 -0.187
C -0.033 -0.023 -0.010
C -0.016 -0.102 -0.025
C -0.091 -0.160 0.052
H -0.003 -0.029 -0.006
C -0.008 -0.074 -0.035

Record 2
Formula: C24H42BrN4O7P
Source: the Open Molecules 2025 dataset
Level of theory: ωB97M-V with the def2-TZVPD basis set

SMILES: CC[C@]1(CCCCCCCCCCOC)C(=O)O[C@@H](Br)[C@]1([PH2]=N)c1ccccn1.C[N+](=O)[O-].C[N+](=O)[O-]
E_tot: -125185.4168 eV

Positions of all 79 atoms, in Å:
H 3.491795 0.499241 2.617795
N 3.956743 -2.622816 1.389629
C -3.118483 3.304506 1.253009
H -2.649291 1.656594 -2.792248
P 5.223157 0.874275 0.534076
H 1.734625 0.945769 1.349848
N -8.205936 4.517580 1.584414
Br 6.821669 -1.536391 -0.773332
H 0.111041 0.917788 0.758962
H -4.113143 0.987537 -0.960485
H 3.799910 -4.327333 2.538405
C -2.099843 -0.897815 -0.902838
H 5.490495 1.256459 -1.564156
C 3.593035 -0.574213 2.576902
H 0.551536 -0.126405 -2.864318
C -7.263011 3.365597 1.554664
H 3.128542 1.986690 -0.739099
H -1.600086 -0.237874 -0.186836
H 6.219658 0.326341 1.371879
O -7.914367 5.500305 0.935656
H -1.316558 -0.966458 -2.895721
O 4.352571 -1.087226 -2.164460
C 4.895060 -1.478205 -0.896713
C 2.782032 -0.161298 -0.701138
C 3.859422 -1.303265 1.439354
C 4.078009 -0.562874 0.088637
C 3.406786 -1.260418 3.759575
C 2.984067 -1.182094 -1.888453
H -3.554064 4.307590 1.265881
H -6.934558 3.185548 2.573714
H -3.011892 -0.551091 -2.789587
H -4.133990 -1.649550 -1.096851
N 5.804958 1.666139 -0.691386
O -0.165250 -4.676364 1.681946
C 1.455699 -0.643079 -0.083074
H -6.423534 3.616537 0.918140
H 3.409188 1.250504 -2.280289
H -7.805071 2.510612 1.161200
N 0.227251 -5.371962 0.766933
C 0.762990 0.920196 -3.081006
C 3.495930 -2.631066 3.744238
O -0.169184 -6.487503 0.510108
H 1.538288 -5.514726 -0.873175
C 1.350449 1.680628 -1.875684
C -4.203608 0.313690 -0.102463
H 1.470249 2.720800 -2.205615
C -0.616367 1.550125 -3.435483
H -2.584415 3.186726 2.206783
O -9.205355 4.391260 2.260074
C -3.636946 1.012525 1.131018
H -3.984592 0.547125 2.063206
H -1.597351 -1.868047 -0.816178
C 0.925846 0.260192 1.066827
H 3.184966 -0.722499 4.673906
H 0.885435 -3.883652 -0.544935
H 0.681665 -0.723681 -0.846095
C 2.743130 1.213307 -1.415309
H 2.144286 -4.577453 0.524318
H 3.363793 -3.213810 4.646180
C -3.552817 -1.046679 -0.393551
C -2.029880 -0.340480 -2.351013
H 1.569291 -1.658690 0.308787
H 0.678685 -0.298568 1.970637
H 1.382702 1.024868 -3.976623
H -0.907955 1.086365 -4.385958
C -1.730389 1.175329 -2.434320
H -5.268429 0.141618 0.091044
H -2.541563 1.009335 1.166746
C 3.751233 -3.238174 2.545585
H 4.496564 1.825292 1.298112
H 4.626104 -2.532411 -0.855888
H -3.499813 -1.601227 0.554380
O 2.209162 -1.924975 -2.423602
H -2.425712 3.249781 0.401866
C 1.284986 -4.793562 -0.104632
H -1.544153 1.596697 -1.439531
O -4.155010 2.349977 1.139507
H -0.561622 2.639478 -3.508431
H 0.601234 1.703008 -1.083468

Cartesian forces, eV/Å:
H 0.093 -0.005 -0.369
N -0.335 0.058 0.577
C -0.152 0.342 0.221
H 0.150 0.133 0.159
P 0.123 1.163 -2.032
H -0.203 0.008 0.103
N 0.064 -0.066 -0.026
Br -0.322 0.173 -0.268
H -0.151 -0.307 0.104
H -0.033 -0.046 0.087
H 0.074 0.120 -0.189
C -0.575 -0.046 0.063
H 0.370 0.147 -0.142
C -0.253 -0.027 0.948
H 0.484 -0.031 -0.121
C 0.202 0.023 -0.143
H -0.002 -0.149 -0.034
H 0.235 -0.026 -0.257
H -0.510 -0.047 0.366
O -0.045 0.041 0.017
H 0.051 0.372 -0.157
O 0.179 -0.775 -0.841
C -1.192 -0.085 -0.499
C -0.669 -2.357 -1.765
C 0.074 0.884 -2.048
C 1.177 0.166 1.913
C -0.056 0.327 0.331
C 0.097 0.649 0.256
H -0.123 -0.178 -0.099
H -0.086 -0.061 0.003
H 0.184 0.098 -0.189
H -0.049 0.155 0.059
N -0.282 -0.413 0.286
O -0.014 0.016 0.034
C -0.469 0.738 1.260
H -0.021 0.023 0.016
H 0.041 -0.230 0.146
H -0.046 -0.009 0.116
N 0.065 -0.010 -0.095
C -1.137 1.180 0.267
C -0.178 0.117 0.662
O -0.052 -0.004 0.066
H -0.072 -0.040 0.039
C 0.283 -0.294 -0.842
C -0.122 -0.582 0.118
H 0.006 -0.079 0.130
C 0.049 -1.129 0.403
H 0.132 -0.068 -0.220
O -0.026 0.030 0.005
C -0.608 0.182 0.010
H 0.093 -0.223 -0.207
H -0.070 0.076 -0.150
C 0.900 0.325 -0.176
H 0.041 -0.028 -0.026
H 0.055 0.052 0.074
H 0.270 0.063 -0.134
C -0.561 0.771 0.911
H -0.049 0.137 0.000
H -0.025 -0.044 -0.092
C 0.804 0.175 0.482
C -0.056 -0.321 0.855
H 0.198 0.096 -0.142
H -0.253 0.008 -0.187
H 0.263 -0.270 0.268
H -0.070 0.523 -0.103
C -0.259 -0.046 -0.587
H 0.036 0.220 -0.182
H -0.095 0.123 -0.166
C 0.251 -1.570 -0.130
H 0.019 -0.685 0.490
H 0.106 0.139 0.877
H -0.199 -0.068 -0.159
O 1.099 0.820 0.279
H 0.024 -0.075 0.169
C 0.113 -0.060 -0.194
H 0.101 -0.121 -0.069
O 0.543 0.078 0.019
H 0.102 -0.103 -0.272
H 0.268 -0.074 0.126

| no. | M (g/mol) |
| --- | --- |
| 1 | 777.40 |
| 2 | 609.50 |